Entry 1:
Here is a molecular structure, C18H33HgNO3P2 in a non-equilibrium geometry from the Open Molecules 2025 dataset. Energies are from ωB97M-V/def2-TZVPD.

Output
total energy = -1821.23389 Eh
LUMO (alpha / beta) = -7.9 / -8.2 eV
total charge = +2

```
58
Properties=species:S:1:pos:R:3:forces:R:3
C 0.57105 -3.85389 -6.10362 -0.996 2.182 3.900
C 1.25909 -4.80714 -5.33893 1.607 -1.651 5.798
H 1.04111 -2.84521 -6.20338 0.452 -1.076 -1.681
H -0.53903 -3.73512 -6.07328 0.523 -0.680 -0.556
C 1.68922 -5.34634 -3.92772 -1.371 1.179 -3.869
C 1.76156 -4.96123 -2.49215 -3.620 3.118 -3.006
H 1.66004 -3.86393 -2.44659 0.972 -0.061 0.671
H 0.79346 -5.27799 -2.06396 1.005 -1.054 0.780
C 1.76880 -5.60514 -6.49505 0.575 0.424 -0.873
H 1.42841 -5.08631 -7.40953 0.076 -0.398 -0.760
H 1.32897 -6.60710 -6.50027 -0.210 0.244 -0.188
H 2.86303 -5.62485 -6.52490 -0.099 -0.052 -0.070
C 2.33872 -6.64600 -4.07170 0.403 -0.989 0.337
H 3.32208 -6.49510 -4.54774 -0.192 -0.460 0.046
H 1.72570 -7.40965 -4.56391 0.379 0.115 -0.150
H 2.50882 -6.95239 -3.03880 0.389 -0.575 -0.237
Hg -1.15957 0.47538 -0.21128 1.239 -1.930 -0.566
O -0.44613 -1.27899 -1.31429 -0.606 1.505 0.449
C -1.20665 -2.19020 -1.74599 -2.619 -3.400 -2.857
O -1.34936 -1.73212 1.06457 1.565 4.016 2.152
C -1.80441 -2.68328 0.58244 -2.570 -5.146 -3.774
O -2.58243 -3.56080 1.20155 -0.143 -0.438 0.364
N -1.73608 -3.12092 -0.78819 1.469 2.619 0.282
C -3.11195 -4.56420 0.28343 -0.845 -0.310 0.734
C -2.36379 -4.41703 -1.01275 0.726 0.522 -0.136
H -4.18273 -4.36754 0.12630 0.349 0.018 0.369
H -2.97744 -5.54548 0.75182 -0.089 0.364 -0.070
H -3.00497 -4.40643 -1.88566 -0.170 0.103 -0.081
H -1.61680 -5.20876 -1.13366 0.068 0.210 -0.070
C -1.59239 -2.35580 -3.27314 3.767 -1.259 5.366
C -0.48448 -1.48699 -3.75864 2.429 -2.245 -5.478
H -1.35428 -3.55196 -3.41734 -1.075 2.646 -0.192
H 0.73357 -1.86984 -3.73526 -2.969 1.339 0.851
H -0.59717 -1.22234 -4.89990 0.005 0.210 2.059
C 2.52432 0.22353 -0.02440 -0.014 -0.041 0.031
P 2.82831 0.20586 1.79402 -0.252 -0.003 -0.046
C 3.79876 1.76856 1.94966 0.148 -0.245 -0.011
C 1.15608 0.72575 2.45296 0.213 -0.116 -0.010
C 0.61869 2.15744 2.21940 -0.153 -0.200 0.331
P -0.53944 2.44985 0.82141 0.324 1.628 0.892
C -2.04072 3.23859 1.46210 -0.236 0.032 -0.002
C 0.25005 3.66672 -0.27665 -0.088 -0.158 -0.569
H 3.46498 -0.07868 -0.50581 -0.318 0.138 -0.034
H 2.24488 1.22102 -0.38858 0.054 -0.122 -0.095
H 1.75021 -0.50762 -0.29371 0.218 0.077 0.006
H 3.49008 2.32204 2.84377 0.205 -0.056 -0.129
H 4.84836 1.46758 2.07058 -0.249 0.307 -0.018
H 3.71197 2.39799 1.05488 0.014 0.003 0.262
H 0.44462 -0.03737 2.09492 0.118 0.128 0.326
H 1.27301 0.57750 3.54065 -0.289 0.058 -0.397
H 0.03973 2.44503 3.11195 0.090 0.065 -0.297
H 1.44314 2.88220 2.12841 -0.314 -0.140 -0.130
H -1.83953 4.27534 1.76929 0.030 -0.331 -0.064
H -2.80911 3.24089 0.67591 0.200 0.092 0.229
H -2.42471 2.67235 2.32163 0.113 0.120 -0.223
H 0.28588 4.65371 0.21004 -0.077 -0.402 0.027
H 1.27270 3.36365 -0.54337 -0.334 -0.003 0.138
H -0.33593 3.75240 -1.20274 0.174 0.079 0.237
```
Positions in Å, forces in eV/Å.

=====

Entry 2:
Here is 2 unconnected molecules or ions with the total composition C4H7NO2 in a non-equilibrium geometry from the Open Molecules 2025 dataset. Energies are from ωB97M-V/def2-TZVPD.

Output
total energy = -361.73918 Eh
LUMO = 0.7 eV
SMILES = C[C@@H]1CO1.N=C=O

```
14
Properties=species:S:1:pos:R:3:forces:R:3
C 0.54085 0.29203 -1.73189 -0.042 -0.525 -0.146
C 1.35320 0.18780 -0.49508 1.303 -1.921 1.337
C 1.35599 -1.11790 0.84076 0.686 0.766 -2.333
O 0.67824 0.06914 0.68807 -1.317 0.903 0.725
H 1.17802 0.47081 -2.59695 -0.033 -0.006 0.029
H -0.04872 -0.61416 -1.91455 0.051 0.069 0.010
H -0.17549 1.11473 -1.63875 0.087 0.014 0.081
H 2.40363 0.44338 -0.46086 -0.254 0.723 0.198
H 1.96425 -1.18379 1.73149 0.369 0.042 -0.211
H 1.13644 -1.98757 0.24281 -0.824 -0.068 0.297
N -2.10571 0.85158 0.86185 0.206 0.259 -0.113
C -3.05730 0.57498 1.53600 -0.307 -0.273 -0.336
O -4.08002 0.35687 2.05093 -0.022 0.072 0.329
H -1.14338 0.54209 0.88618 0.096 -0.054 0.134
```
Positions in Å, forces in eV/Å.

=====

Entry 3:
Here is a molecular structure, C17H15BrFN5O2 in a non-equilibrium geometry from the Open Molecules 2025 dataset. Energies are from ωB97M-V/def2-TZVPD.

Output
total energy = -3754.81391 Eh
LUMO = 0.2 eV

```
41
Properties=species:S:1:pos:R:3:forces:R:3
O 0.09023 3.30869 1.22954 1.766 -0.860 -0.326
F 0.56642 -4.05115 2.76881 -0.288 -0.056 -0.210
Br 5.30173 -0.56793 2.13768 -1.688 1.467 -0.579
N -2.88141 0.26887 -1.10746 -0.074 2.832 -3.602
N -3.08889 -0.94495 -0.87440 2.212 1.209 3.398
N -1.10490 -0.20272 0.04661 1.283 -5.871 3.731
O 2.96240 0.95916 1.07673 -0.018 -0.924 -1.559
C 0.87305 2.55404 0.64997 -1.766 -1.497 -1.488
C -1.59410 0.64831 -0.65255 -4.427 4.697 -3.255
C 3.96808 0.86356 1.99960 -0.916 1.299 0.512
C 3.78020 1.92425 2.84133 1.242 -0.361 2.262
C 2.60644 2.64313 2.47176 0.693 0.415 0.277
C 2.17074 2.07220 1.32560 -0.455 0.288 0.599
C -2.81394 -4.64131 1.45262 1.680 2.431 0.202
C -1.57797 -4.87074 2.08390 0.384 0.662 0.169
C -2.97587 -3.37994 0.85523 -0.095 1.503 -1.435
C -0.71652 -2.72221 1.31475 -0.045 0.113 -0.246
C -0.58326 -3.85339 2.09565 -1.392 -1.194 -0.926
C -1.92056 -2.44157 0.66458 0.179 -1.077 1.346
N -2.05963 -1.16360 -0.00346 0.349 -4.957 0.826
N 0.47280 2.01116 -0.61403 -0.020 -0.603 0.391
C 1.36123 1.11504 -1.44653 -1.927 -1.519 -1.452
C -1.03588 1.98099 -0.97025 3.556 -1.066 -1.525
C 1.12944 1.29572 -2.99877 -0.708 3.911 0.627
C -1.15735 2.19351 -2.49193 -0.449 0.939 0.416
C -0.38338 1.25665 -3.42644 1.450 0.002 4.249
H 4.36507 2.10705 3.77685 -0.526 -0.176 -1.177
H 2.17752 3.49269 3.02072 0.225 -0.553 -0.596
H -3.67528 -5.26106 1.50703 -0.208 -0.752 0.079
H -1.34802 -5.79743 2.58522 -0.093 -0.096 0.160
H -3.91287 -3.02820 0.41539 0.003 -0.639 0.222
H 0.12690 -2.08886 1.15656 0.427 0.484 0.245
H 2.37131 1.36809 -1.21457 0.600 -0.215 0.230
H 1.13962 -0.01085 -1.37517 0.420 1.491 1.095
H -1.53619 2.72544 -0.43142 -0.532 1.215 0.738
H 1.63218 0.71996 -3.71601 1.209 -1.768 -0.082
H 1.61730 2.31233 -3.21767 -1.177 -0.834 0.077
H -2.21518 2.14985 -2.64929 -0.770 -0.275 -0.496
H -0.92456 3.24291 -2.66578 0.422 0.053 -0.208
H -0.49245 1.58132 -4.40156 -0.347 0.217 -2.067
H -0.71445 0.23099 -3.21886 -0.180 0.064 -0.621
```
Positions in Å, forces in eV/Å.

=====

Entry 4:
Here is a molecular structure, C16H13CrN6O4SSe in a non-equilibrium geometry from the Open Molecules 2025 dataset. Energies are from ωB97M-V/def2-TZVPD.

Output
total energy = -5091.29133 Eh
LUMO (alpha / beta) = 1.9 / 1.6 eV
total charge = -1
spin multiplicity = 5

```
42
Properties=species:S:1:pos:R:3:forces:R:3
Cr 0.68489 -0.03079 -0.63931 -0.319 -0.065 -1.696
C 2.72260 -2.50885 2.16480 -0.031 -0.037 0.125
C 1.79231 -1.61752 1.42112 -0.198 -0.036 0.143
N 2.13760 -0.87536 0.44258 0.438 -0.077 0.176
N 3.43004 -0.72568 0.05008 -0.061 0.247 -0.224
C 3.56241 0.47987 -0.48109 -0.034 -0.162 0.425
N 4.78605 0.78177 -0.97769 0.068 0.119 -0.172
S 2.35088 1.73290 -0.44545 0.048 -0.026 0.069
C 0.37370 -1.42910 1.79976 0.242 -0.009 0.022
C -0.24627 -2.16950 2.78364 -0.046 -0.191 0.160
C -1.56019 -1.87828 3.12088 0.052 -0.091 0.068
C -2.21336 -0.85658 2.46304 -0.054 0.024 0.001
C -1.53147 -0.16198 1.47617 -0.013 0.012 -0.106
N -0.26758 -0.42775 1.16494 -0.225 0.046 0.288
H 3.73902 -2.30667 1.84134 0.027 -0.009 -0.008
H 2.48540 -3.55373 1.94791 0.006 0.010 0.015
H 2.64286 -2.35620 3.24334 0.001 -0.008 -0.028
H 5.34656 -0.00895 -1.25395 0.013 -0.014 0.034
H 4.81240 1.58157 -1.58666 0.021 -0.020 -0.016
H 0.29436 -2.97635 3.25970 -0.054 0.022 0.026
H -2.06699 -2.45197 3.88695 0.017 -0.002 -0.016
H -3.23875 -0.59914 2.68750 0.016 0.005 -0.011
H -2.00994 0.62936 0.91173 0.029 -0.024 0.019
O 0.45241 -3.71689 -2.04668 0.034 -0.140 -0.028
C 0.56549 -2.52359 -1.90359 -0.289 0.269 0.046
O -0.09549 -1.80011 -1.03469 0.182 0.026 0.241
C 1.52954 -1.65499 -2.76662 0.214 0.275 0.408
O 2.20057 -2.11768 -3.65535 -0.016 -0.080 -0.210
O 1.54688 -0.40342 -2.37409 -0.109 -0.122 0.164
Se -1.28904 0.30580 -3.22259 -0.063 0.148 0.042
N -0.77461 1.02102 -1.61006 0.034 -0.161 -0.027
C -1.71378 1.93075 -1.25790 0.025 0.066 -0.002
C -1.65129 2.76487 -0.13067 -0.052 0.043 -0.007
C -2.69800 3.63916 0.14316 0.066 -0.066 -0.026
C -3.80798 3.70795 -0.70334 -0.008 -0.051 -0.057
C -3.88114 2.91974 -1.84072 0.040 0.016 0.037
C -2.83753 2.02594 -2.15632 0.036 0.028 0.054
N -2.81278 1.24461 -3.25557 -0.032 0.070 0.092
H -0.77059 2.73062 0.50384 -0.035 -0.004 -0.001
H -2.64649 4.28207 1.01454 0.017 -0.020 -0.017
H -4.61441 4.39422 -0.47159 0.008 -0.010 -0.018
H -4.72827 2.97885 -2.51308 0.006 -0.003 0.014
```
Positions in Å, forces in eV/Å.

=====

Entry 5:
Here is a gas-phase ion, C2H5N2O3 (charge +1) in a non-equilibrium geometry from the Open Molecules 2025 dataset. Energies are from ωB97M-V/def2-TZVPD.

Output
total energy = -413.94016 Eh
LUMO (alpha / beta) = -4.4 / -8.0 eV
total charge = +1
spin multiplicity = 3

```
12
Properties=species:S:1:pos:R:3:forces:R:3
C 0.56281 0.56229 -0.01248 -2.264 -2.742 0.050
C -0.51491 -0.43010 0.02655 2.997 1.333 0.354
N 1.88530 0.27108 0.07080 -3.487 -2.517 0.037
N -1.86454 0.17992 0.09193 1.277 0.369 -0.989
O 2.24424 -1.02894 0.00065 0.941 -0.546 -0.023
O 2.67535 1.15818 0.06709 3.699 3.295 -0.062
O -0.42585 -1.64262 0.05457 -0.226 -0.382 -0.072
H 0.27839 1.52873 -0.24787 0.083 2.078 -0.119
H -2.35315 -0.48620 0.67384 -1.194 0.169 0.191
H -2.12511 0.23386 -0.88674 -1.213 -0.412 -0.207
H -1.78786 1.14718 0.39466 -0.604 0.024 0.779
H 1.42533 -1.49338 -0.23301 -0.009 -0.669 0.062
```
Positions in Å, forces in eV/Å.

=====

Entry 6:
Here is a gas-phase ion, C2H6NO3 (charge +1) in a non-equilibrium geometry from the Open Molecules 2025 dataset. Energies are from ωB97M-V/def2-TZVPD.

Output
total energy = -360.03641 Eh
LUMO = -4.2 eV
SMILES = [NH2+]=C(O)C(O)O
total charge = +1

```
12
Properties=species:S:1:pos:R:3:forces:R:3
N 1.60058 0.85130 0.01983 0.499 -0.125 0.119
C 0.81503 -0.16747 -0.00416 -2.286 -0.908 0.023
O 1.25427 -1.36356 0.15479 0.418 -0.202 0.016
C -0.73652 -0.04047 -0.30262 -0.126 0.093 -0.565
O -1.12924 1.11154 0.34135 0.107 0.091 0.284
O -1.50750 -1.19484 0.00341 1.453 0.715 -0.279
H 2.59729 0.70833 0.17727 -0.191 0.120 -0.063
H 1.24382 1.79629 -0.05974 -0.118 -0.138 0.032
H 0.53267 -2.03602 0.12323 0.109 0.455 -0.001
H -0.79211 0.04322 -1.40645 0.010 -0.070 0.336
H -2.00205 1.41952 0.06065 0.062 -0.132 -0.168
H -1.87625 -1.12784 0.89244 0.064 0.101 0.264
```
Positions in Å, forces in eV/Å.

=====

Entry 7:
Here is 2 unconnected molecules or ions with the total composition C3H11N2O in a non-equilibrium geometry from the Open Molecules 2025 dataset. Energies are from ωB97M-V/def2-TZVPD.

Output
total energy = -305.31385 Eh
LUMO = -4.4 eV
total charge = +1

```
17
Properties=species:S:1:pos:R:3:forces:R:3
C -1.63378 0.53965 -1.11038 -1.555 -0.378 0.047
C 1.02249 0.64272 0.32986 -0.942 -2.643 0.218
C 0.05600 -0.64610 0.34218 2.962 -3.697 0.333
N -0.59945 -1.13294 1.38477 -0.302 0.108 -1.564
N 1.48547 0.70748 -0.98926 -2.171 3.959 -0.290
O 0.52967 -1.61005 -0.52505 -2.124 -0.557 0.728
H -1.60105 1.52055 -0.78141 -0.715 2.086 1.665
H -2.43228 -0.07462 -0.69948 -0.265 0.434 -0.061
H -1.77641 0.78712 -2.14355 0.832 -1.268 -0.990
H 1.81741 0.26410 0.97902 -0.165 0.548 0.687
H 0.39560 1.45888 0.70819 0.776 0.084 -0.142
H -0.48617 -0.65268 2.23943 -0.660 0.464 1.108
H -1.13540 -2.00716 1.29077 0.556 0.694 0.565
H 1.51492 1.67100 -1.36022 0.330 -1.220 0.129
H -0.73444 0.19774 -0.62581 0.322 -0.225 -1.684
H 2.20888 0.12161 -1.21721 2.058 -1.236 -0.665
H 0.11037 -2.56268 -0.41800 1.062 2.849 -0.084
```
Positions in Å, forces in eV/Å.